Entry 1:
Density functional theory data (ωB97M-V with the def2-TZVPD basis set) for a structure of composition C33H64BeF3O25 in a non-equilibrium geometry.

* net charge: +1
* LUMO: -6.626 eV
* E_tot: -94986.6397 eV
* HOMO-LUMO gap: 4.551 eV

XYZ file:
```
126
C33H64BeF3O25 ωB97M-V with the def2-TZVPD basis set
Be 12.703 -14.070 -16.356
C 9.525 -13.535 -17.486
O 9.504 -14.106 -16.154
O 10.808 -13.511 -17.843
C 8.488 -14.281 -18.494
F 8.551 -15.611 -18.408
F 7.230 -13.927 -18.239
F 8.809 -13.966 -19.789
C 8.218 -14.116 -15.531
C 8.344 -14.739 -14.123
H 8.984 -14.062 -13.560
H 7.368 -14.728 -13.640
H 8.752 -15.746 -14.204
H 7.374 -14.472 -16.117
H 7.911 -13.095 -15.270
H 9.123 -12.530 -17.295
C 5.229 -16.633 -16.965
C 5.533 -17.673 -15.896
C 4.172 -18.336 -15.672
O 3.203 -17.430 -16.164
C 3.834 -16.193 -16.516
H 5.112 -17.147 -17.920
H 5.931 -15.804 -17.035
H 5.726 -17.158 -14.952
H 6.286 -18.445 -16.050
H 4.129 -18.468 -14.587
H 4.177 -19.341 -16.094
H 3.823 -15.516 -15.654
H 3.172 -15.721 -17.243
C 7.689 -12.225 -24.712
C 7.342 -13.650 -24.243
C 7.559 -13.609 -22.775
O 8.726 -12.773 -22.687
C 8.727 -11.765 -23.728
H 6.747 -11.718 -24.482
H 7.816 -12.201 -25.792
H 7.892 -14.438 -24.758
H 6.286 -13.902 -24.383
H 7.812 -14.570 -22.330
H 6.827 -13.078 -22.159
H 9.678 -11.646 -24.249
H 8.430 -10.783 -23.354
C 9.415 -16.741 -21.449
O 8.400 -16.981 -22.425
C 7.979 -18.225 -22.602
O 8.457 -19.220 -22.115
O 7.030 -18.272 -23.516
C 6.653 -17.251 -24.454
H 9.859 -15.810 -21.800
H 10.177 -17.518 -21.456
H 8.907 -16.588 -20.500
H 6.530 -16.273 -23.986
H 5.666 -17.415 -24.880
H 7.425 -17.151 -25.215
C 9.434 -18.617 -17.431
O 10.152 -17.405 -17.177
C 10.782 -17.161 -16.036
O 11.457 -16.171 -15.891
O 10.528 -18.151 -15.165
C 11.180 -18.030 -13.875
H 9.047 -18.501 -18.440
H 8.554 -18.579 -16.786
H 10.020 -19.504 -17.202
H 12.251 -18.146 -14.037
H 10.843 -18.718 -13.105
H 10.923 -17.016 -13.567
C 2.684 -14.123 -24.022
O 3.666 -14.837 -23.311
C 4.042 -14.279 -22.154
O 3.788 -13.139 -21.834
O 4.758 -15.173 -21.477
C 5.288 -14.859 -20.217
H 1.690 -14.252 -23.594
H 2.695 -14.456 -25.060
H 2.791 -13.049 -24.185
H 5.958 -15.663 -19.923
H 4.534 -14.629 -19.461
H 5.832 -13.914 -20.264
C 7.132 -10.942 -19.894
O 5.756 -11.320 -19.779
C 5.179 -11.392 -18.603
O 5.707 -11.131 -17.541
O 3.995 -11.931 -18.805
C 3.172 -12.228 -17.686
H 7.401 -11.090 -20.940
H 7.720 -11.716 -19.403
H 7.295 -9.913 -19.586
H 2.993 -11.339 -17.077
H 3.614 -12.865 -16.916
H 2.223 -12.618 -18.040
C 17.494 -12.642 -17.133
O 16.758 -12.366 -18.315
C 15.454 -12.474 -18.308
O 14.762 -12.912 -17.382
O 15.016 -12.221 -19.534
C 13.597 -12.131 -19.819
H 18.559 -12.708 -17.345
H 17.202 -13.597 -16.696
H 17.438 -11.925 -16.313
H 13.274 -11.139 -19.505
H 12.978 -12.902 -19.366
H 13.544 -12.135 -20.905
C 6.356 -7.931 -10.507
O 6.472 -8.870 -11.558
C 6.482 -10.174 -11.172
O 6.643 -10.548 -10.013
O 6.750 -10.960 -12.201
C 6.972 -12.327 -12.011
H 5.791 -7.081 -10.882
H 7.345 -7.702 -10.110
H 5.778 -8.333 -9.673
H 6.487 -12.794 -11.154
H 8.010 -12.658 -11.955
H 6.518 -12.766 -12.900
C 12.353 -14.335 -11.518
O 11.648 -13.144 -11.828
C 11.299 -12.885 -13.065
O 11.664 -13.537 -14.031
O 10.594 -11.780 -13.080
C 10.056 -11.264 -14.261
H 13.256 -14.168 -10.935
H 12.715 -14.836 -12.417
H 11.757 -15.107 -11.032
H 10.003 -11.933 -15.120
H 10.466 -10.319 -14.622
H 9.033 -10.970 -14.017
```

***

Entry 2:
Density functional theory data (ωB97M-V with the def2-TZVPD basis set) for a cluster of 2 separate species, C6H10N2O2S in total in a non-equilibrium geometry.

* LUMO (spin up / spin down): -1.218 / -1.218 eV
* energy above the lowest of the compared OMol25 structures with the same formula, charge and spin: 186.8 kcal per mole
* E_tot: -24287.7078 eV
* HOMO-LUMO gap (spin up / spin down): 7.080 / 7.079 eV

XYZ file:
```
21
C6H10N2O2S ωB97M-V with the def2-TZVPD basis set
C 2.092 1.150 -2.651
C -2.101 1.260 0.571
C 1.598 1.189 -1.430
C -0.786 1.019 0.483
C 1.218 -0.037 -0.638
C -0.235 -0.016 -0.328
N -0.152 -1.533 1.242
N -1.212 -2.328 1.167
O -1.751 -2.415 0.081
O -1.565 -2.922 2.174
S 0.487 -1.151 2.715
H 2.384 2.045 -3.173
H 2.240 0.220 -3.176
H -2.494 2.031 1.211
H -2.813 0.690 -0.005
H 1.458 2.132 -0.919
H -0.090 1.596 1.079
H 1.474 -0.939 -1.191
H 1.786 -0.015 0.298
H -0.907 -0.586 -0.954
H -0.631 -1.391 3.442
```

***

Entry 3:
Density functional theory data (ωB97M-V with the def2-TZVPD basis set) for the ion C4H10N with charge +1 in a non-equilibrium geometry.

* net charge: +1
* LUMO: -3.857 eV
* energy above the lowest of the compared OMol25 structures with the same formula, charge and spin: 39.8 kcal per mole
* E_tot: -5792.1336 eV
* SMILES: CC/C=C/[NH3+]
* HOMO-LUMO gap: 10.877 eV

XYZ file:
```
15
C4H10N ωB97M-V with the def2-TZVPD basis set
C -0.937 1.142 1.397
C 0.195 0.082 1.504
C 0.243 -0.725 0.248
C 0.662 -0.160 -0.858
N 0.337 -0.780 -2.197
H -0.683 1.879 0.635
H -1.852 0.513 1.336
H -1.184 1.719 2.280
H 1.164 0.572 1.629
H 0.043 -0.540 2.390
H 0.046 -1.810 0.386
H 1.252 0.751 -0.993
H 0.817 -0.304 -2.970
H -0.657 -0.593 -2.338
H 0.553 -1.749 -2.449
```

***

Entry 4:
Density functional theory data (ωB97M-V with the def2-TZVPD basis set) for a cluster of 8 separate species, C24H35Cl21N3O in total in a non-equilibrium geometry.

* net charge: +1
* LUMO: -2.598 eV
* E_tot: -294936.0441 eV
* HOMO-LUMO gap: 9.388 eV

XYZ file:
```
84
C24H35Cl21N3O ωB97M-V with the def2-TZVPD basis set
C -5.403 0.897 4.627
C -5.120 -0.256 3.657
C -4.487 0.314 2.368
C -2.955 0.267 2.411
C -2.425 1.029 1.195
N -1.040 0.592 0.736
C -0.966 0.387 -0.724
C 0.113 -0.637 -0.983
C 0.874 -0.441 -2.269
O 1.386 -0.130 -0.863
C -0.155 1.591 1.159
N 0.014 2.804 0.549
C 1.240 2.975 -0.307
N 0.491 1.320 2.247
C 1.447 2.207 2.908
C 2.840 2.014 2.325
C 3.215 0.759 1.850
C 4.463 0.553 1.261
C 5.344 1.623 1.137
C 4.975 2.864 1.638
C 3.731 3.079 2.228
H -5.900 0.537 5.523
H -4.450 1.360 4.882
H -5.989 1.661 4.123
H -4.381 -0.909 4.113
H -6.026 -0.806 3.418
H -4.734 1.378 2.314
H -4.869 -0.147 1.455
H -2.634 0.783 3.318
H -2.575 -0.750 2.443
H -3.114 0.884 0.374
H -2.391 2.085 1.472
H -0.671 1.269 -1.287
H -1.863 -0.067 -1.129
H -0.051 -1.668 -0.706
H 0.736 0.558 -2.655
H 1.718 -1.059 -2.517
H -0.809 2.944 -0.025
H 1.856 2.085 -0.322
H 1.846 3.774 0.108
H 0.919 3.268 -1.301
H 0.332 0.418 2.672
H 1.436 2.025 3.977
H 1.131 3.232 2.734
H 2.558 -0.098 1.899
H 4.704 -0.428 0.885
H 6.289 1.458 0.645
H 5.656 3.698 1.536
H 3.452 4.059 2.587
C -2.625 -3.417 5.353
Cl -3.547 -4.717 6.093
Cl -2.844 -3.423 3.598
Cl -3.084 -1.849 6.026
H -1.577 -3.578 5.569
C -4.937 -3.022 -0.010
Cl -3.389 -2.190 0.227
Cl -6.270 -1.884 0.182
Cl -4.993 -3.809 -1.581
H -5.028 -3.783 0.754
C -4.354 0.573 -3.265
Cl -2.678 1.100 -3.514
Cl -4.528 -1.115 -3.711
Cl -4.828 0.833 -1.587
H -5.000 1.169 -3.896
C 7.473 0.379 -2.112
Cl 6.461 1.603 -2.906
Cl 8.488 -0.491 -3.249
Cl 8.459 1.137 -0.854
H 6.814 -0.333 -1.633
C 1.091 -4.991 0.119
Cl 2.555 -4.054 0.429
Cl -0.342 -3.967 0.293
Cl 1.140 -5.723 -1.478
H 1.031 -5.780 0.856
C -0.716 -0.555 -6.183
Cl -0.254 0.565 -7.464
Cl -1.639 -1.908 -6.830
Cl 0.708 -1.128 -5.308
H -1.345 -0.026 -5.487
C 5.929 -0.127 -7.281
Cl 7.444 -0.190 -8.179
Cl 5.211 -1.735 -7.146
Cl 6.178 0.579 -5.680
H 5.240 0.503 -7.827
```